Formula: C6H17AsCsF6NO3
Source: the Open Molecules 2025 dataset
Level of theory: wB97M-V/def2-TZVPD

Computed properties:
LUMO level = -2.05 eV
orbital gap = 7.404 eV
E_HOMO = -9.454 eV

Cartesian coordinates (Å):
Cs  0.791  -2.580  3.650
As  -3.716  2.238  5.195
F  -2.936  2.364  3.627
F  -4.875  1.067  4.495
F  -4.560  2.233  6.776
F  -2.630  3.599  5.895
F  -4.767  3.586  4.601
F  -2.565  1.032  5.719
C  3.925  2.912  -1.144
C  2.393  3.197  -0.961
C  1.501  2.754  -2.106
O  1.784  3.606  -3.237
C  1.088  3.079  -4.397
N  2.012  2.247  0.095
H  4.252  3.573  -1.947
H  3.941  1.840  -1.339
H  4.507  3.088  -0.240
H  1.970  4.187  -0.795
H  0.430  2.914  -1.985
H  1.668  1.716  -2.392
H  0.054  3.396  -4.265
H  1.064  1.989  -4.420
H  1.555  3.365  -5.339
H  1.021  2.102  0.229
H  2.504  2.403  0.963
C  -0.323  -5.960  -0.943
C  -1.842  -5.895  -0.846
O  -2.320  -5.799  0.533
O  0.130  -7.076  -0.221
H  0.080  -5.044  -0.512
H  0.113  -6.064  -1.937
H  -2.274  -6.664  -1.486
H  -2.137  -4.954  -1.311
H  -2.428  -6.717  0.791
H  0.587  -7.738  -0.745